(1)
12
Properties=species:S:1:pos:R:3:mulliken_charge:R:1 method="wB97M-V/def2-TZVPD" gap_ev=9.17 charge=0 energy_ev=-25484.524
H 0.0783 -1.3222 2.2635 0.22
N 0.3913 -1.4016 1.2758 -0.45
C 1.3654 -0.8397 0.7437 0.02
Cl 2.6510 -0.1910 1.7227 -0.19
H 1.4209 -0.7855 -0.3417 0.35
C -0.0794 1.4311 -0.6776 -0.83
P -1.2907 0.2934 -0.8657 0.22
H 0.7473 1.2621 -1.3789 0.24
H -0.3931 2.4788 -0.9854 0.26
H -0.5843 -0.8751 -0.7787 0.03
H -2.4277 -0.0304 -1.5197 0.07
H -1.8790 -0.0199 0.5420 0.06

=====

(2)
11
Properties=species:S:1:pos:R:3:mulliken_charge:R:1 method="wB97M-V/def2-TZVPD" smiles=CCCl.O gap_ev=11.29 charge=0 energy_ev=-16757.379
C 0.0000 0.0000 0.0000 -0.97
C -1.4694 -0.3722 -0.0050 -0.23
Cl -1.8333 -1.7947 0.9879 -0.21
H 0.2233 0.8471 -0.6702 0.28
H 0.5489 -0.8868 -0.3589 0.30
H 0.3580 0.2491 1.0131 0.29
H -2.1478 0.4758 0.2101 0.31
H -1.6659 -0.7056 -1.0422 0.23
O -1.9317 4.1039 2.6283 -0.65
H -1.4910 4.6129 3.3459 0.32
H -1.7012 4.5879 1.8032 0.32

=====

(3)
13
Properties=species:S:1:pos:R:3:mulliken_charge:R:1 method="wB97M-V/def2-TZVPD" gap_ev="7.80 / 7.81" charge=0 energy_ev=-26681.064
C -1.1042 -1.3953 0.9277 -0.57
C 0.3884 0.3631 1.5628 -0.54
O -0.5477 0.9117 -2.1232 -0.36
O -0.8002 -0.3244 1.7292 -0.31
Si 0.8155 1.0082 -1.3093 0.43
Cl 2.1438 0.0537 -2.3746 -0.22
H -1.2300 -1.1275 -0.1036 0.21
H -1.9417 -1.9645 1.4473 0.23
H -0.2657 -2.1568 0.9935 0.29
H 0.4829 1.4099 1.9359 0.33
H 1.3827 -0.1181 1.6975 0.32
H -0.5496 0.8782 -3.0209 0.29
H 1.2259 2.4616 -1.3622 -0.12

=====

(4)
13
Properties=species:S:1:pos:R:3:mulliken_charge:R:1 method="wB97M-V/def2-TZVPD" smiles="CC[Si](=O)O.Cl" gap_ev=10.03 charge=0 energy_ev=-26683.558
C -0.5683 1.5436 0.3219 -1.24
C -0.3507 0.1574 0.8870 -0.22
Si -1.4329 -1.1801 0.0518 0.67
O -2.7811 -1.4649 0.7409 -0.60
O -0.6406 -1.6621 -1.2750 -0.51
H -0.5623 1.5348 -0.8014 0.30
H -1.4841 1.8697 0.5242 0.47
H 0.0629 2.2351 0.8429 0.31
H -0.6929 -0.0172 1.9303 0.26
H 0.6628 -0.2552 0.6721 0.22
H -0.6641 -2.4351 -1.8394 0.35
Cl 4.0491 0.4222 -0.6984 -0.27
H 4.4022 -0.7481 -1.3570 0.26

=====

(5)
12
Properties=species:S:1:pos:R:3:mulliken_charge:R:1 method="wB97M-V/def2-TZVPD" gap_ev=10.64 charge=0 energy_ev=-30465.270
C -0.4195 -1.2917 0.2640 -0.90
C -0.2306 1.3437 -0.1759 -0.88
Si 0.9410 -0.2026 -0.6787 0.50
Si -1.5800 0.2562 0.4972 0.45
Cl -3.2660 -0.1628 -0.3884 -0.21
H -0.9327 -2.0539 -0.2712 0.34
H 0.0969 -1.9082 0.9886 0.37
H 0.3614 1.7083 0.6875 0.28
H -0.4556 2.0481 -0.9407 0.44
H 2.1915 -0.3931 -0.0066 -0.13
H 1.4679 -0.1279 -2.0018 -0.15
H -1.8237 0.9093 1.9334 -0.12

=====

(6)
14
Properties=species:S:1:pos:R:3:mulliken_charge:R:1 method="wB97M-V/def2-TZVPD" smiles="CS[C@@H]([NH3+])/N=N/I" gap_ev="7.44 / 7.58" charge=+1 energy_ev=-25581.598
C 1.8975 0.3284 -0.5241 -0.68
S 0.6927 1.3857 0.2371 -0.01
C -0.4743 -0.1628 0.6310 -0.38
N -1.6240 0.5207 1.4055 -0.36
N -0.9807 -0.4909 -0.5903 -0.18
N -0.0580 -1.4648 -1.4101 -0.45
I -0.4830 -1.6162 -3.3253 0.36
H 2.5880 0.8540 -1.1749 0.39
H 1.2865 -0.4159 -1.1129 0.27
H 2.5956 0.0807 0.2274 0.33
H -0.0057 -0.8856 1.1886 0.54
H -2.2241 -0.2425 1.6351 0.34
H -2.1004 1.1251 0.6149 0.44
H -1.1102 0.9843 2.1980 0.39

=====

(7)
12
Properties=species:S:1:pos:R:3:mulliken_charge:R:1 method="wB97M-V/def2-TZVPD" gap_ev=8.38 charge=0 energy_ev=-20210.973
C 1.5337 0.3877 0.1609 -1.08
C 0.7203 0.2480 -1.0887 0.00
O -0.0420 -0.9012 -0.9805 -0.56
Si -1.9091 -0.7656 0.5571 0.50
I -2.5622 1.5124 0.5368 0.02
H 0.9924 0.2815 1.1004 0.23
H 2.1622 -0.4736 0.2642 0.29
H 1.9794 1.2502 0.3832 0.46
H 1.3207 -0.0336 -2.0715 0.20
H -0.0172 1.0662 -1.1913 0.10
H -1.1477 -0.8367 1.7689 -0.08
H -3.0304 -1.7353 0.5606 -0.09

=====

(8)
10
Properties=species:S:1:pos:R:3:mulliken_charge:R:1 method="wB97M-V/def2-TZVPD" gap_ev="3.26 / 9.24" s_squared=0.7504 multiplicity=2 charge=-1 energy_ev=-3675.194
C 0.6831 -0.8899 0.4495 -1.54
C 0.2249 0.3437 -0.3726 -2.67
N -1.1293 0.7608 0.0430 -1.36
H 1.0095 -1.6284 -0.3192 0.41
H 1.3400 -0.5924 1.2512 0.40
H -0.0793 -1.5353 0.9009 0.51
H 0.8940 1.1251 0.0207 0.75
H 0.1953 0.2097 -1.4598 1.23
H -1.3701 1.7389 0.1892 0.77
H -1.7683 0.4680 -0.7030 0.51

=====

(9)
10
Properties=species:S:1:pos:R:3:mulliken_charge:R:1 method="wB97M-V/def2-TZVPD" smiles="C=C.N" gap_ev=11.29 charge=0 energy_ev=-3676.424
C -0.0817 -1.5296 -0.2304 -0.40
C 0.1046 -0.9650 0.9563 -0.61
H -0.1533 -2.5792 -0.2526 0.24
H -0.2568 -1.1010 -1.2392 0.27
H 0.3967 -1.7027 1.7257 0.20
H 0.1581 0.0655 1.1738 0.27
N -0.1747 1.8575 -0.7712 -0.65
H -0.8901 2.1991 -0.1130 0.24
H 0.3735 1.1305 -0.3186 0.20
H 0.5235 2.6249 -0.9307 0.24

=====

(10)
10
Properties=species:S:1:pos:R:3:mulliken_charge:R:1 method="wB97M-V/def2-TZVPD" smiles="[H]/N=C/C.[H][H]" gap_ev=10.69 charge=0 energy_ev=-3674.695
H 1.2275 -0.3863 1.6367 0.24
N 0.3501 -0.2724 1.1378 -0.62
C 0.5388 0.2046 -0.0241 0.07
C -0.6102 0.7346 -0.8315 -0.72
H 1.4967 0.5101 -0.4552 0.39
H -1.4554 1.0464 -0.2067 0.25
H -0.5651 1.3944 -1.6860 0.29
H -0.5237 -0.4413 -0.9885 0.10
H -0.8644 -3.1904 -0.6053 0.12
H -1.1965 -2.6320 -0.2564 -0.12

=====

(11)
10
Properties=species:S:1:pos:R:3:mulliken_charge:R:1 method="wB97M-V/def2-TZVPD" gap_ev=8.64 charge=0 energy_ev=-3673.327
C 1.0841 -1.2501 -1.5071 -0.26
N 0.7801 -0.4943 -0.4416 -0.46
C -0.8795 1.3421 1.2246 -0.93
H 2.0116 -1.8675 -1.4792 0.24
H 0.4818 -1.6003 -2.3693 0.25
H 0.2184 -1.4306 -0.3714 0.21
H -1.2204 0.3668 1.5862 0.21
H 0.0992 1.3671 0.7551 0.22
H -1.6701 1.5551 0.5171 0.24
H -0.9052 2.0118 2.0855 0.28

=====

(12)
11
Properties=species:S:1:pos:R:3:mulliken_charge:R:1 method="wB97M-V/def2-TZVPD" gap_ev=10.06 charge=+1 energy_ev=-5159.617
C 1.9689 1.3074 0.1694 -0.07
N 0.8088 1.0330 -0.2592 -0.09
H 2.5177 2.1897 -0.1345 0.28
H 2.4230 0.6163 0.8738 0.27
H 0.1798 0.2242 0.0726 0.37
H 0.3885 1.6337 -0.9643 0.28
C -1.8064 -1.5154 -0.3100 -0.21
N -0.9392 -0.9338 0.4128 -0.55
H -1.5079 -2.0768 -1.1936 0.26
H -2.8693 -1.5134 -0.0828 0.25
H -1.3324 -0.7740 1.3402 0.22

=====

(13)
11
Properties=species:S:1:pos:R:3:mulliken_charge:R:1 method="wB97M-V/def2-TZVPD" smiles="CNC=[NH2+]" gap_ev=11.61 charge=+1 energy_ev=-5161.140
C -1.6947 -0.1450 -0.1683 -0.82
N -0.3374 0.1402 0.3614 -0.19
C 0.7950 -0.2501 -0.1573 0.22
N 1.9795 0.2637 0.0945 -0.32
H -2.0218 -1.1525 0.0919 0.33
H -2.3367 0.4850 0.4420 0.31
H -1.7315 0.0765 -1.2236 0.34
H -0.3516 0.8240 1.1129 0.28
H 0.8286 -1.1884 -0.7069 0.34
H 2.1012 1.2278 0.3672 0.25
H 2.7693 -0.2812 -0.2137 0.27

=====

(14)
11
Properties=species:S:1:pos:R:3:mulliken_charge:R:1 method="wB97M-V/def2-TZVPD" gap_ev=10.10 charge=+1 energy_ev=-5157.259
C -0.3883 0.9237 -0.0135 -0.52
C 0.0694 -1.0440 -0.0333 -0.28
N -1.1289 -0.2434 -0.1688 -0.22
N 0.8685 0.1876 -0.3414 -0.13
H -0.6569 1.8392 -0.5163 0.32
H -0.0415 1.4000 1.6423 0.23
H 0.2876 -1.3933 0.9845 0.32
H 0.1669 -1.8617 -0.7516 0.30
H -2.0092 -0.4427 0.2818 0.26
H 1.1464 0.2593 -1.3293 0.34
H 1.6861 0.3752 0.2455 0.36

=====

(15)
11
Properties=species:S:1:pos:R:3:mulliken_charge:R:1 method="wB97M-V/def2-TZVPD" smiles=N[C@H]1C[NH2+]1 gap_ev=12.04 charge=+1 energy_ev=-5158.420
N 0.3884 1.1055 -1.2411 -0.61
C -0.4531 0.3756 0.0672 0.10
C -0.2330 -1.1201 0.1891 -0.38
N 0.5331 -0.1860 1.0189 -0.24
H 0.1235 2.1218 -1.2096 0.29
H -0.0335 0.8233 -2.1228 0.28
H -1.4065 0.5927 0.4035 0.38
H -1.0061 -1.6082 0.9207 0.27
H 0.1490 -1.8437 -0.5434 0.30
H 0.4877 -0.2072 2.0268 0.30
H 1.5135 0.0067 0.8335 0.32

=====

(16)
12
Properties=species:S:1:pos:R:3:mulliken_charge:R:1 method="wB97M-V/def2-TZVPD" gap_ev="6.89 / 7.24" charge=-1 energy_ev=-7208.929
C -0.2830 -0.2113 1.0895 -0.83
C -0.3320 -0.6776 -1.1012 -0.88
N 0.1398 1.4499 -0.4544 -0.68
N -0.7054 0.3709 -0.1890 0.00
O 2.1458 0.5455 0.0228 -0.83
H -0.6915 -1.1991 1.3428 0.29
H 0.8610 -0.0597 1.0420 0.43
H -0.6711 0.3858 2.0498 0.18
H -0.2224 -0.1760 -2.0105 0.35
H 0.5842 -1.0751 -0.8310 0.38
H -0.9400 -1.5121 -1.2593 0.37
H 0.1146 2.1589 0.2985 0.21

=====

(17)
12
Properties=species:S:1:pos:R:3:mulliken_charge:R:1 method="wB97M-V/def2-TZVPD" gap_ev="8.25 / 8.98" charge=+1 energy_ev=-7201.236
C -0.3637 0.4999 -0.4183 0.21
C 2.0874 -0.0890 -0.1593 -0.43
N -0.4586 1.6991 -1.1523 -0.40
N -1.5656 -0.0499 0.4333 -0.23
O -0.6139 0.3413 -1.7564 -0.33
H 2.6341 0.8951 -0.1266 0.31
H 1.6246 -0.5639 -1.0668 0.34
H 1.8902 -0.6557 0.7751 0.28
H -1.3614 2.1721 -1.3003 0.27
H -2.0779 0.7108 0.7389 0.33
H -1.3503 -0.5840 1.2314 0.31
H -2.0110 -0.6506 -0.1872 0.33

=====

(18)
12
Properties=species:S:1:pos:R:3:mulliken_charge:R:1 method="wB97M-V/def2-TZVPD" gap_ev=4.47 charge=+1 energy_ev=-7203.707
N -2.0353 -1.1862 -0.9141 -0.45
C 1.0641 0.4173 -0.8143 -0.32
C 0.6025 0.5681 0.5079 0.70
N 1.5612 0.9818 1.4542 -0.53
O -0.5563 0.3309 0.8572 -0.51
H -1.4671 -2.0053 -1.0060 0.23
H -1.7681 -0.5401 -0.1947 0.32
H -2.9080 -1.1591 -1.3863 0.22
H 0.2462 0.3243 -1.5318 0.38
H 2.0793 0.6903 -1.0803 0.32
H 1.0852 1.3751 2.2647 0.32
H 2.0963 0.2029 1.8434 0.31

=====

(19)
12
Properties=species:S:1:pos:R:3:mulliken_charge:R:1 method="wB97M-V/def2-TZVPD" smiles=N[C@]1([NH3+])CO1 gap_ev=11.52 charge=+1 energy_ev=-7206.635
N 0.7148 1.3105 0.0638 -0.56
C 0.0046 0.1253 0.0132 0.74
N 0.8149 -1.1194 0.2707 -0.21
C -1.2865 0.0109 -0.6902 -0.65
O -1.2482 -0.1935 0.7157 -0.46
H 1.1505 1.5021 0.9877 0.27
H 0.1626 2.1057 -0.2741 0.27
H 1.6408 -0.6850 0.8200 0.38
H 1.2439 -1.5002 -0.5718 0.36
H 0.1724 -1.7398 0.7938 0.37
H -1.6344 0.9564 -0.9031 0.22
H -1.7354 -0.7730 -1.2256 0.28

=====

(20)
13
Properties=species:S:1:pos:R:3:mulliken_charge:R:1 method="wB97M-V/def2-TZVPD" gap_ev=10.56 charge=+1 energy_ev=-9250.720
C -0.6898 -0.9955 0.0275 -0.77
C 2.4468 0.7015 0.5986 0.08
N 0.7489 0.2686 -1.2380 -0.42
N 0.0018 -0.7930 -1.1286 0.91
O -0.0346 -1.6227 -2.0033 -0.45
O 3.5301 0.6872 0.8817 -0.07
H -1.8136 -0.6095 -0.1116 0.34
H -0.1178 -0.6026 0.9605 0.34
H -0.9779 -2.0449 0.0778 0.36
H -2.2161 1.5250 2.4207 -0.14
H -2.7940 2.0396 2.2962 0.15
H 0.7061 1.0855 -0.6234 0.40
H 1.2101 0.3609 -2.1581 0.29